C12H12N2 | wB97M-V/def2-TZVPD

Properties
Spin multiplicity: 1
SMILES string: Nc1c2c(nc3ccccc13)CCC2
HOMO energy in eV: -8.1

Cartesian coordinates (Å):
C  1.13  0.37  -0.22
C  3.31  -0.49  0.29
H  2.52  -2.46  0.66
H  -4.56  0.99  0.13
H  0.92  3.06  0.28
H  -2.48  2.11  0.09
C  0.99  -1.11  -0.07
C  -2.50  -1.71  -0.05
C  -1.29  0.40  -0.10
C  -3.66  0.39  -0.02
H  2.89  0.99  -1.31
H  2.66  -2.16  -1.08
C  -1.28  -1.03  -0.11
N  -0.14  -1.79  -0.05
C  -3.65  -1.01  -0.05
H  -0.89  2.95  0.19
H  -4.60  -1.58  0.20
H  2.76  1.75  0.24
C  -2.49  1.07  0.03
H  3.40  -0.28  1.46
C  2.56  0.85  -0.29
C  2.41  -1.70  -0.08
H  4.43  -0.48  0.05
N  0.03  2.54  0.00
H  -2.48  -2.80  -0.03
C  0.02  1.13  -0.15

C60H59BFGeN11O3V | wB97M-V/def2-TZVPD

Properties
Spin multiplicity: 2
Total charge: +2
HOMO energy (alpha / beta) in eV: -11.1 / -11.0

Cartesian coordinates (Å):
H  7.76  0.21  1.46
H  6.50  -3.18  -0.58
H  8.71  -3.74  -1.14
C  -0.26  3.55  -2.57
C  5.65  -0.96  0.59
C  -2.86  3.86  -0.22
H  9.30  0.33  -0.31
B  -4.34  0.49  3.13
C  -4.01  1.04  -4.53
H  0.77  5.41  -2.36
C  0.10  2.49  0.65
C  1.02  1.74  -3.48
C  -2.10  -4.12  -1.63
C  -7.08  -0.93  6.98
H  -0.43  -3.16  -4.41
C  -6.74  -0.28  5.69
N  -5.51  -0.22  5.22
H  -1.19  3.96  -2.20
H  9.95  -1.76  -1.48
C  2.52  2.67  0.45
C  -4.38  -1.64  0.19
H  -2.20  -3.86  -0.59
C  -5.88  1.29  -2.50
C  6.09  3.36  1.12
C  8.06  -0.78  1.11
H  -1.68  -5.04  -5.36
C  4.78  3.35  0.37
H  -4.21  1.30  -1.16
N  -3.80  -0.65  0.91
O  -0.89  1.70  0.78
C  4.58  -1.81  0.91
N  -5.55  0.41  4.03
C  -1.08  -3.75  -3.78
H  -3.55  0.35  5.91
H  -8.69  0.42  4.87
H  6.20  1.01  0.14
H  -3.36  -1.52  -1.71
H  2.48  -2.00  1.18
H  -3.35  4.76  -0.59
H  -1.87  4.13  0.16
C  0.57  0.49  3.72
C  -1.39  0.41  5.35
N  -1.88  0.49  3.17
C  -0.88  0.48  4.05
H  -5.75  -1.93  3.14
O  0.01  3.72  0.61
H  -3.21  -6.35  -3.92
H  -6.18  -1.13  7.56
H  -2.73  3.14  -1.04
C  3.02  0.02  0.76
C  1.45  1.85  0.59
C  -2.76  0.40  5.20
H  -7.35  1.21  -4.05
V  -2.14  0.58  0.87
H  -3.28  0.92  -5.32
H  6.33  4.31  -0.87
H  0.82  -0.39  3.13
N  -3.50  1.99  1.28
C  7.22  -2.82  0.15
C  3.29  -1.33  0.96
H  -4.46  -2.90  -1.51
C  8.66  -2.97  -0.37
C  4.08  0.92  0.53
H  8.32  -1.38  1.99
C  1.85  -1.26  -1.99
H  8.33  -1.35  -1.54
C  -4.30  -1.85  -1.28
H  10.20  -0.83  0.67
C  2.98  -3.66  -2.77
H  -0.83  0.38  6.26
F  4.79  -3.12  1.16
C  9.26  -0.66  0.15
H  3.42  -4.60  -3.08
C  -1.79  -4.80  -4.31
H  -1.22  -0.14  -3.88
H  1.04  -4.50  -2.54
H  4.26  4.30  0.38
H  3.81  -0.44  -2.16
N  -4.34  1.79  2.32
C  -4.99  2.93  2.59
Ge  -1.66  0.91  -2.84
C  3.77  -2.53  -2.67
H  -7.10  1.19  2.80
C  0.84  4.38  -2.68
H  6.40  2.53  -0.96
H  -5.87  -3.19  0.73
N  6.97  -1.40  0.38
C  -4.59  3.89  1.68
C  1.64  -3.61  -2.49
C  3.20  -1.33  -2.26
C  6.08  3.38  -0.39
H  -7.59  -1.88  6.79
C  -3.64  3.25  0.87
H  1.14  0.46  4.65
C  -7.63  0.31  4.76
H  -3.47  -5.76  -1.54
N  -3.02  0.44  3.88
C  -0.97  -1.22  -1.31
C  -2.80  -5.18  -2.17
C  2.12  2.57  -3.60
H  -4.93  4.90  1.60
C  5.37  0.39  0.42
C  -6.30  1.20  -3.82
H  7.10  -3.43  1.06
C  1.60  0.43  0.74
C  -5.36  1.07  -4.83
C  2.03  3.90  -3.19
C  -5.27  -2.35  1.01
N  9.09  -1.67  -0.93
H  -5.69  0.97  -5.86
C  -5.23  -1.72  2.23
H  9.35  -3.26  0.43
H  -5.11  -1.27  -1.74
H  -7.75  -0.30  7.55
C  -2.65  -5.53  -3.50
H  2.88  4.56  -3.31
H  -6.60  1.37  -1.70
H  -5.68  3.01  3.40
C  -0.17  2.22  -2.95
O  0.68  -0.38  0.85
C  -6.83  0.72  3.73
H  1.09  0.72  -3.83
H  3.04  2.19  -4.02
H  1.39  -0.32  -1.70
C  -1.21  -3.40  -2.43
H  4.82  -2.57  -2.91
C  -1.58  -0.14  -1.10
H  6.39  2.47  1.65
N  3.82  2.28  0.41
C  -0.38  -2.33  -1.88
C  -4.53  1.27  -2.20
C  1.04  -2.39  -2.11
N  -4.37  -0.69  2.14
C  -3.59  1.15  -3.21
H  0.85  1.38  3.16
H  6.36  4.27  1.63
H  2.33  3.73  0.36

Which of these has the highest spin multiplicity?
C60H59BFGeN11O3V

spin multiplicity of number 2 (C60H59BFGeN11O3V)?
2

Which value of spin multiplicity does entry 2 give?
2